# C49H80Cl18N7O3

A cluster of 13 separate species, C49H80Cl18N7O3 in total (wB97M-V/def2-TZVPD, OMol25).

Positions of all 157 atoms, in Å:
C -4.1847 3.2256 1.0056
Cl -5.0764 4.7296 0.6720
Cl -5.0541 1.7513 0.5345
Cl -3.6886 3.2360 2.7103
H -3.2684 3.2299 0.4152
C -3.5692 3.1291 -4.5084
Cl -2.7111 4.1983 -5.5763
Cl -5.2804 3.6138 -4.4616
Cl -2.8276 3.0736 -2.8630
H -3.5483 2.0871 -4.8279
C -1.6139 1.7871 6.5665
Cl -0.8592 1.2115 8.1045
Cl -3.3983 1.6084 6.6505
Cl -0.9037 0.8068 5.2356
H -1.3906 2.8105 6.2652
C -6.4624 -1.6843 0.0964
Cl -7.4291 -0.8942 1.3433
Cl -7.1781 -3.2218 -0.5365
Cl -4.7000 -1.7950 0.5061
H -6.4926 -1.0179 -0.7656
C 1.4256 1.4768 -4.9235
Cl 0.0805 1.2226 -3.7357
Cl 2.9691 1.5513 -4.0924
Cl 1.1294 2.8922 -5.9648
H 1.5750 0.5672 -5.5053
C 1.4627 4.7442 3.7734
Cl -0.2668 4.3105 4.2861
Cl 1.5907 6.4964 3.8332
Cl 1.8686 4.1671 2.1600
H 2.1726 4.3100 4.4773
C 5.0483 -1.7703 -3.7567
C 4.5973 -3.2359 -3.9061
C 5.0470 -3.9266 -2.6441
C 4.0847 -3.6372 -1.4725
C 2.6259 -3.9103 -1.8161
C 2.0999 -3.2794 -3.1156
N 3.1669 -3.4862 -4.1435
O 2.7437 -3.0440 -5.4552
C 0.7203 -3.9273 -3.5000
C 1.8387 -1.8037 -2.7618
C 5.6131 -3.7533 -4.9613
H 6.0996 -1.6683 -4.0260
H 4.7713 -1.3925 -2.7725
H 4.4482 -1.0954 -4.3670
H 5.1817 -4.9877 -2.8540
H 6.0544 -3.5650 -2.4382
H 4.1187 -2.6153 -1.0949
H 4.3480 -4.2996 -0.6478
H 2.0427 -3.6316 -0.9385
H 2.4859 -4.9907 -1.7825
H 0.1053 -3.3577 -4.1967
H 0.8211 -4.9312 -3.9125
H 0.2605 -4.1011 -2.5272
H 1.2007 -1.6319 -1.8949
H 2.7119 -1.1956 -2.5255
H 1.3884 -1.3512 -3.6453
H 5.4215 -3.4267 -5.9834
H 5.4250 -4.8186 -5.0946
H 6.6592 -3.5094 -4.7763
C 0.6581 -2.4531 4.7875
C 0.5241 -3.7252 4.0229
C 1.7086 -3.7478 2.9992
C 1.8578 -5.1041 2.3611
C 2.1851 -6.1493 3.4103
C 1.1669 -6.2147 4.5767
N 0.6419 -4.8807 4.9498
O -0.3657 -4.9760 6.1044
C 0.0173 -7.0876 4.0221
C 1.9926 -6.9373 5.6870
C -0.7514 -3.7316 3.2616
H 1.5851 -2.3110 5.3431
H -0.1393 -2.3335 5.5210
H 0.5128 -1.5806 4.1506
H 1.5576 -2.9761 2.2443
H 2.6096 -3.5596 3.5830
H 2.6783 -5.0969 1.6435
H 0.9630 -5.3959 1.8115
H 3.1877 -5.9181 3.7700
H 2.1979 -7.1030 2.8827
H -0.3197 -6.6596 3.0780
H 0.5436 -8.0403 3.9644
H -0.7755 -7.2215 4.7581
H 2.7402 -6.2232 6.0324
H 1.2986 -7.1365 6.5036
H 2.3663 -7.9216 5.4046
H -0.7704 -4.6582 2.6879
H -0.8790 -2.8199 2.6779
H -1.5614 -3.8069 3.9871
C -0.6643 8.1282 0.2888
C -0.6247 7.0564 -0.8312
C -1.4396 7.6980 -1.9226
C -1.3293 6.8862 -3.2086
C 0.0688 6.7526 -3.6845
C 1.1021 6.2173 -2.6027
N 0.8296 6.8910 -1.2962
O 1.8192 6.5609 -0.2366
C 1.0552 4.6361 -2.5401
C 2.5036 6.6850 -3.2278
C -1.3209 5.7093 -0.3397
H -1.5677 8.3629 0.8518
H -0.2484 9.0965 0.0103
H 0.0835 7.8826 1.0428
H -2.5221 7.6035 -1.8362
H -1.2219 8.7586 -2.0484
H -1.9142 7.4645 -3.9239
H -1.8020 5.9074 -3.1271
H 0.2936 7.7204 -4.1328
H 0.0033 6.0660 -4.5285
H 1.7565 4.1900 -3.2452
H 1.1241 4.2569 -1.5206
H 0.1345 4.2099 -2.9387
H 2.7573 6.2488 -4.1940
H 2.4427 7.7599 -3.3979
H 3.3994 6.4767 -2.6428
H -1.2170 4.9352 -1.1000
H -2.3886 5.9289 -0.3432
H -1.0818 5.3555 0.6631
N -1.2499 0.8664 1.7157
C -0.8523 1.8967 0.8777
C -0.8385 1.5032 -0.4358
C -1.1003 0.1543 -0.4513
C -1.4611 -0.1508 0.8311
H -1.5043 1.0218 2.6808
H -0.5846 2.8790 1.2380
H -0.5378 2.1141 -1.2741
H -1.1800 -0.5361 -1.2780
H -1.8718 -1.0843 1.1863
N -4.4310 -2.8961 6.1105
C -5.4460 -2.4255 5.3300
C -4.8859 -1.6116 4.3418
C -3.4835 -1.8661 4.3550
C -3.1896 -2.5886 5.5066
H -4.5638 -3.3569 6.9994
H -6.4719 -2.6168 5.6080
H -5.3942 -1.0424 3.5776
H -2.8184 -1.2713 3.7465
H -2.2706 -2.9156 5.9704
N 2.4449 1.0829 0.0108
C 3.7890 1.2093 -0.3318
C 4.3394 -0.0625 0.0130
C 3.3484 -0.7727 0.6584
C 2.1850 -0.0478 0.7065
H 1.7070 1.7521 -0.1558
H 4.2213 2.0339 -0.8792
H 5.3523 -0.3937 -0.1621
H 3.4865 -1.7120 1.1732
H 1.1565 -0.1932 1.0024
N -3.7805 -1.2280 -4.6201
C -3.0444 -1.0870 -3.4354
C -3.7394 -0.2507 -2.5345
C -4.9307 0.0883 -3.2245
C -4.9147 -0.4758 -4.4844
H -3.5011 -1.7535 -5.4361
H -2.0760 -1.5617 -3.3768
H -3.5072 0.0322 -1.5184
H -5.6969 0.7560 -2.8590
H -5.6657 -0.4455 -5.2600

Cartesian forces, eV/Å:
0.5 0.6 0.0
0.0 -0.6 -0.1
0.0 0.3 0.2
-0.2 -0.3 -0.2
-0.2 0.1 0.1
-0.3 -0.2 0.6
0.3 -0.2 0.0
0.2 -0.2 0.3
-0.4 0.2 -0.4
0.2 0.4 -0.3
-0.2 -0.9 0.1
-0.5 0.8 -0.9
0.9 0.1 -0.2
-0.3 0.1 0.2
0.1 -0.1 0.8
0.1 0.2 -0.9
0.4 -0.6 -0.1
0.6 0.7 0.8
-1.0 -0.3 0.0
0.0 -0.1 0.2
0.3 -0.4 0.0
0.4 0.2 -0.7
0.1 0.5 0.3
0.0 -0.7 0.5
-0.8 0.3 -0.2
-0.7 0.3 0.1
1.2 0.0 -0.5
0.1 -0.1 0.1
-0.3 -0.1 0.2
-0.4 0.0 0.0
-1.9 1.0 0.1
2.5 0.7 -0.1
-0.6 0.0 0.9
0.2 -0.3 -0.2
0.1 -1.3 0.5
0.1 -0.1 1.1
-1.8 2.3 -5.2
1.4 -1.6 4.8
1.4 -0.4 0.4
0.2 0.7 -1.1
-1.9 -1.2 -1.7
-0.2 0.1 0.4
0.7 0.0 0.4
0.2 -0.2 -0.7
-0.4 -0.2 0.3
0.0 0.1 0.2
0.5 0.1 -0.2
0.0 0.1 0.2
-0.3 0.6 -0.2
0.0 -0.3 -0.7
0.2 0.3 0.2
0.3 0.0 -0.2
-0.5 0.3 -0.1
-0.3 -0.5 -0.1
0.3 -0.3 -0.1
-0.1 0.2 0.0
-0.3 0.7 0.1
0.6 -0.4 0.3
-0.3 -0.2 0.6
-0.6 1.3 1.3
1.7 0.2 -0.3
-0.3 -0.8 0.8
0.1 -0.2 -0.3
-0.2 1.0 -0.5
0.6 -0.8 -1.0
-3.1 -0.9 4.5
4.3 0.8 -5.2
0.9 -0.1 1.3
-2.0 1.0 0.7
-1.1 -0.9 0.5
0.2 -0.3 -0.2
-0.1 -0.3 0.2
0.3 -0.1 -0.4
0.0 0.2 0.2
0.2 0.3 -0.2
0.0 0.1 -0.2
-0.1 0.1 -0.1
0.1 -0.2 0.2
0.2 -0.2 0.5
-0.2 -0.5 0.1
-0.6 -0.3 -0.8
-0.1 0.3 -0.2
0.3 -0.4 0.0
0.1 0.1 0.3
0.3 0.4 -0.5
-0.4 0.4 -0.5
0.1 -0.2 -0.2
-0.2 0.1 -0.2
2.0 -0.1 1.3
-0.3 0.6 2.0
-0.6 -1.4 -1.7
-0.5 0.8 0.0
0.2 -0.5 0.0
0.8 0.2 -1.9
2.6 -1.8 3.4
-4.3 1.3 -4.4
-0.6 0.6 -0.2
-0.4 0.1 0.9
0.0 1.1 -0.9
-0.5 -0.7 -0.6
-0.2 0.0 -0.9
-0.1 -0.5 0.3
-0.1 0.4 1.4
0.3 -0.1 -0.2
0.0 -0.3 -0.5
-0.2 0.0 0.3
0.8 0.1 0.4
0.7 -0.3 -0.1
0.6 0.2 0.5
0.5 0.1 0.0
-0.6 0.4 0.1
-0.8 -0.3 -0.1
0.1 0.0 0.2
-0.3 0.0 0.6
0.3 -0.2 0.2
-0.1 0.1 0.2
0.5 0.2 -0.1
0.5 1.3 -2.9
0.0 1.5 0.6
1.2 1.6 0.1
-1.5 -1.3 0.3
-0.6 -2.6 1.4
0.0 -0.5 0.0
-0.1 -0.1 0.3
0.1 0.1 0.2
0.2 0.1 0.0
0.2 -0.1 0.1
1.4 -0.1 -1.1
0.2 1.5 0.1
-0.3 -1.9 0.0
-0.2 0.9 1.5
-1.6 0.0 0.1
0.2 -0.1 -0.4
0.1 0.2 0.0
-0.2 -0.1 0.1
0.4 -0.5 0.0
-0.1 0.0 -0.1
0.6 1.8 -0.1
-0.5 -2.8 0.1
0.3 2.7 -0.8
-0.7 -1.7 1.5
0.1 0.2 -1.0
0.4 0.2 0.0
-0.3 0.0 0.1
0.0 0.2 0.1
0.0 -0.1 -0.2
0.3 -0.4 0.3
0.3 0.7 1.5
0.0 -0.5 -1.6
-2.4 0.3 -1.2
1.2 0.9 2.2
0.5 -1.3 -1.0
0.0 0.0 0.1
0.0 0.0 0.2
0.3 0.0 -0.1
0.0 -0.1 0.0
0.1 0.1 0.0

The orbital gap (alpha / beta) is 6.2 / 2.1 eV. For the HOMO energy (alpha / beta), the calculation gives -9.6 / -9.6 eV. Its expectation value of S² is 6.029. The charge is +1. As for the multiplicity: 5.

Atom charges from the Löwdin analysis, given in e for atoms 1 to 99: -1.520 0.545 0.529 0.540 -0.028 -1.512 0.597 0.544 0.544 -0.010 -1.447 0.514 0.515 0.513 -0.040 -1.489 0.563 0.519 0.518 -0.029 -1.467 0.525 0.589 0.550 0.015 -1.450 0.463 0.550 0.559 0.024 -0.034 -0.503 -0.141 -0.156 -0.157 -0.456 -0.005 -0.044 -0.022 -0.045 -0.047 0.090 0.056 0.060 0.122 0.126 0.073 0.111 0.110 0.120 0.062 0.085 0.077 0.078 0.058 0.042 0.081 0.085 0.091 -0.055 -0.530 -0.125 -0.200 -0.155 -0.497 0.024 -0.057 -0.017 -0.026 -0.021 0.099 0.061 0.063 0.110 0.126 0.107 0.100 0.119 0.123 0.071 0.084 0.087 0.088 0.076 0.089 0.074 0.080 0.066 -0.046 -0.433 -0.158 -0.227 -0.149 -0.399 -0.009 -0.069 -0.035 -0.030 -0.003